Density functional theory data (the ωB97M-V functional and the def2-TZVPD basis) for C14H17N3O3 in the gas phase at a distorted geometry.

Summary:
relative energy (zero: lowest compared OMol25 entry of this formula, charge and spin) = 117.7 kcal per mole
max |F| = 6.1 eV/Å
E_tot = -25403.6985 eV
frontier orbital gap = 8.9 eV
LUMO energy = 0.4 eV
SMILES = C[C@H](N)C(=O)N[C@@H](Cc1c[nH]c2ccccc12)C(=O)O

Geometry as ORCA input:
```
! RIJCOSX wB97M-V def2-TZVPD def2/J DEFGRID3
* xyz 0 1
C -3.48934 0.42929 0.64555
C -3.46993 -0.52319 -0.57814
C -4.61598 -0.16242 1.64409
C -0.96673 -0.82075 -0.42971
C -0.72720 0.66160 -0.17235
C 0.27972 -1.37909 -1.23759
C 1.60329 -1.27852 -0.38485
C 2.34969 -2.27078 0.38265
C 2.52892 -0.10810 -0.35512
C 3.67862 -0.55437 0.24775
C 2.40882 1.24202 -0.91739
C 4.76976 0.40234 0.42140
C 3.46247 1.99845 -0.67820
C 4.71207 1.66444 -0.01497
H -2.74234 2.14952 -0.19105
H -4.48394 1.93926 -0.15413
H -2.50881 0.38395 1.09021
H -5.44502 -0.37890 0.89649
H -4.90390 0.64900 2.33655
H -4.30996 -1.02224 2.11209
H -2.04537 -1.21360 -2.06249
H -1.12917 -1.22219 0.55152
H 0.10337 -2.41016 -1.62029
H 0.50210 -0.61718 -2.02354
H 2.21824 -3.24064 0.78019
H 4.22254 -2.22420 1.28852
H 1.66263 1.76882 -1.30284
H 5.69473 0.08688 0.86898
H 3.33019 3.06859 -0.97813
H 5.52520 2.40359 0.21214
H -0.19872 -0.12753 1.01954
N -3.58674 1.87733 0.36032
N -2.26355 -0.93513 -1.09915
N 3.60228 -1.83640 0.57060
O -4.49017 -0.73914 -1.21809
O -1.29635 1.46052 -0.87021
O 0.01858 0.87891 0.85967
*
```

Löwdin atomic charge list, values in e, 4 entries:
1. C -0.338
2. C -0.417
3. C -0.012
4. C -0.244